Record 1
A structure of composition C53H42Cl3InNO6P2. Source: the OMol25 dataset; level of theory: wB97M-V/def2-TZVPD.

Each line ends with the Mulliken charge.
Cartesian coordinates (Å):
In (0.50, 0.74, -1.57)  2.0302
Cl (5.48, 5.91, -3.89)  -0.2134
Cl (5.34, 1.09, -1.50)  -0.1954
Cl (-6.25, -4.32, -2.10)  -0.2124
P (-0.64, 1.91, 0.55)  1.1578
P (-0.99, 2.24, 3.67)  -0.2259
O (-1.68, 0.57, -2.14)  -0.8100
O (0.20, 2.70, -2.68)  -0.7307
O (3.28, -6.45, -3.50)  -0.4578
O (1.48, -1.00, -0.84)  -0.8224
O (-0.38, -1.09, -2.77)  -0.8021
O (2.46, 1.39, -1.71)  -0.3058
N (2.14, -4.09, -3.08)  0.1562
C (-0.22, -7.39, -4.10)  -0.7588
C (-2.44, 1.75, 0.46)  0.5008
C (4.51, 2.42, -2.21)  0.1870
C (-1.03, 4.67, 0.99)  -0.5305
C (-2.53, -2.89, -2.05)  0.9866
C (-3.18, 2.59, -0.36)  -0.1950
C (1.14, 3.96, 0.24)  -1.1486
C (1.48, 3.74, 3.56)  0.1755
C (-5.08, -1.94, -2.60)  -0.8202
C (0.80, -0.06, 6.64)  -0.6575
C (-0.18, 3.66, 0.55)  0.7510
C (3.20, 4.57, -3.39)  -1.0821
C (-3.62, -3.74, -1.93)  -1.1532
C (1.98, -3.24, -2.11)  -0.7026
C (1.03, 3.54, -3.04)  -0.0836
C (-1.34, -1.01, 6.11)  -0.6835
C (-0.25, -4.44, 0.65)  -1.0004
C (-0.60, 1.00, 4.97)  0.5740
C (-0.49, -3.19, 1.27)  -0.3174
C (2.46, 3.49, -2.88)  1.0745
C (-3.99, -1.09, -2.69)  -0.2549
C (2.27, 4.82, 3.95)  -0.7168
C (1.16, -7.54, -3.98)  -0.6735
C (-3.06, 0.68, 1.10)  -0.5514
C (1.78, 5.75, 4.86)  -0.5568
C (1.61, 5.26, 0.34)  -0.7956
C (-1.56, 0.01, 5.19)  -0.2450
C (4.55, 4.57, -3.29)  0.0959
C (-0.30, 4.55, 4.95)  -0.7880
C (-4.89, -3.26, -2.22)  0.2622
C (3.96, -7.69, -3.70)  -0.9638
C (-0.15, -1.05, 6.83)  -0.5233
C (-0.16, 1.34, 2.24)  -1.3177
C (5.22, 3.48, -2.71)  -0.5361
C (0.07, -2.04, 0.79)  -0.9141
C (1.13, -3.31, -0.98)  0.1687
C (1.94, -6.44, -3.64)  0.8957
C (-0.83, -6.16, -3.90)  -0.8568
C (-5.17, 1.35, 0.18)  -0.6642
C (0.50, 5.61, 5.36)  -0.6716
C (-0.56, 5.97, 1.09)  -0.6503
C (0.92, -2.06, -0.34)  -0.0120
C (-0.05, -5.07, -3.57)  0.4166
C (-4.55, 2.40, -0.49)  -0.9201
C (-2.71, -1.57, -2.43)  -0.0750
C (-4.43, 0.49, 0.96)  -0.8478
C (3.09, 2.39, -2.25)  -0.2285
C (0.58, 0.96, 5.71)  -0.4047
C (0.76, 6.27, 0.77)  -0.8164
C (1.32, -5.22, -3.42)  -0.7144
C (0.19, 3.59, 4.05)  0.7597
C (-1.53, -0.65, -2.48)  0.7304
C (0.54, -4.49, -0.46)  0.0848
H (-1.22, 6.76, 1.44)  0.4524
H (-1.90, -6.05, -4.02)  0.4907
H (-0.49, -4.08, -3.42)  0.6798
H (-2.69, 3.38, -0.91)  0.5251
H (3.81, -8.06, -4.71)  0.3934
H (6.30, 3.48, -2.65)  0.4811
H (-6.08, -1.58, -2.80)  0.4575
H (2.91, -3.92, -3.71)  0.3197
H (2.41, 6.58, 5.17)  0.3972
H (0.02, -1.84, 7.55)  0.3899
H (-2.49, -0.01, 1.72)  0.2523
H (1.62, -8.51, -4.15)  0.4189
H (2.68, 5.40, -3.85)  0.4595
H (-2.09, -1.77, 6.27)  0.4267
H (1.72, -0.07, 7.21)  0.4066
H (3.62, -8.44, -2.98)  0.4010
H (0.65, 4.44, -3.55)  0.4304
H (-5.12, 3.07, -1.12)  0.4400
H (5.01, -7.49, -3.54)  0.2529
H (1.12, 7.29, 0.85)  0.4283
H (-0.47, 0.31, 2.35)  0.2119
H (-1.13, -3.15, 2.15)  0.5606
H (1.33, 1.73, 5.58)  0.3544
H (1.89, 3.03, 2.85)  0.2789
H (1.82, 3.17, -0.07)  0.7148
H (-0.09, -1.08, 1.26)  1.1256
H (-0.67, -5.35, 1.07)  0.4317
H (-0.82, -8.26, -4.37)  0.3863
H (-4.91, -0.34, 1.47)  0.5026
H (-4.13, -0.05, -2.96)  0.4741
H (0.92, 1.36, 2.32)  0.9590
H (-1.31, 4.45, 5.33)  0.3905
H (3.28, 4.92, 3.56)  0.4475
H (-1.53, -3.26, -1.82)  0.1287
H (0.10, 6.34, 6.06)  0.4219
H (0.74, -5.45, -0.93)  0.4875
H (2.59, -2.35, -2.18)  0.7481
H (-6.24, 1.21, 0.08)  0.4457
H (-3.49, -4.77, -1.62)  0.4950
H (2.65, 5.48, 0.10)  0.6265
H (-2.05, 4.45, 1.28)  0.4412
H (-2.50, 0.05, 4.64)  0.4651

As for the net charge: +1. The calculation puts the total energy at -4804.3823 hartree.

Record 2
A structure of composition C53H43As2Cl3I2IrNO2Si2 in a non-equilibrium geometry. Source: the OMol25 dataset; level of theory: wB97M-V/def2-TZVPD.

Each line ends with the Löwdin spin population.
Cartesian coordinates (Å):
Ir (1.21, -0.55, 0.71)  1.0646
I (6.36, -1.45, 6.05)  0.0007
I (6.53, -0.71, 0.07)  0.0012
As (1.98, 1.91, 0.06)  -0.0279
As (-1.19, 1.15, 0.58)  -0.1469
Cl (3.43, -3.42, 1.69)  0.0027
Cl (2.90, -3.13, -1.49)  -0.0042
Cl (0.55, -4.29, 0.44)  0.0123
Si (2.00, -2.82, 0.30)  0.0195
Si (-1.60, -2.24, -1.25)  0.0059
O (3.55, -0.28, 0.63)  0.0808
O (-0.43, -1.41, -0.59)  0.0330
N (2.04, -0.24, 2.84)  0.0494
C (-2.03, -1.60, 3.63)  0.0008
C (-4.57, 2.28, -1.63)  0.0005
C (-1.00, -3.55, -2.53)  -0.0005
C (0.79, -4.34, -3.92)  0.0000
C (-1.60, -1.01, 2.45)  0.0079
C (3.97, -0.75, 4.23)  0.0017
C (-2.07, 0.23, 2.06)  -0.0192
C (-1.66, -4.77, -2.69)  -0.0002
C (1.81, -0.35, 5.21)  0.0017
C (0.19, -3.32, -3.20)  -0.0001
C (-4.76, -2.47, 1.42)  0.0000
C (6.10, -1.03, 3.09)  0.0009
C (-2.20, 0.84, -3.98)  0.0000
C (-2.90, -2.93, -0.07)  0.0026
C (-4.00, -4.72, 1.13)  0.0001
C (0.18, -5.58, -3.99)  -0.0001
C (-1.66, -0.03, -3.04)  -0.0017
C (-3.01, -4.28, 0.26)  0.0004
C (-0.28, 2.49, 1.70)  -0.0145
C (0.71, 3.23, 0.82)  0.0083
C (-2.40, -1.13, -2.61)  0.0001
C (-4.20, -0.49, -4.07)  -0.0003
C (3.22, 1.98, -3.90)  0.0002
C (3.10, 1.76, -2.54)  -0.0022
C (5.36, -1.03, 4.25)  -0.0005
C (-2.94, -0.92, 4.43)  -0.0004
C (-1.05, -5.80, -3.39)  0.0000
C (1.00, 2.91, -3.93)  -0.0009
C (3.80, 4.09, -0.36)  -0.0021
C (5.79, 4.60, 0.89)  -0.0001
C (-4.88, -3.82, 1.71)  0.0003
C (-3.66, -1.38, -3.14)  -0.0004
C (1.94, 2.13, -1.86)  -0.0020
C (-3.00, 0.89, 2.85)  -0.0064
C (4.48, 2.66, 1.44)  -0.0002
C (3.60, 2.95, 0.41)  -0.0082
C (1.29, -0.17, 3.93)  0.0026
C (-3.56, 1.57, -1.00)  -0.0098
C (3.14, -0.65, 5.37)  -0.0028
C (4.88, 4.92, -0.11)  -0.0007
C (-2.63, 2.23, -0.20)  -0.0321
C (5.58, 3.48, 1.68)  -0.0002
C (4.12, -0.52, 1.77)  0.0059
C (0.87, 2.68, -2.57)  -0.0022
C (-3.43, 0.32, 4.03)  -0.0011
C (-3.79, -2.03, 0.53)  0.0005
C (-4.63, 3.66, -1.50)  -0.0092
C (5.49, -0.77, 1.87)  0.0014
C (-3.46, 0.61, -4.49)  -0.0010
C (2.17, 2.58, -4.59)  -0.0024
C (3.36, -0.52, 2.97)  0.0069
C (-2.70, 3.62, -0.08)  -0.0106
C (-3.70, 4.32, -0.72)  -0.0023
H (4.13, 1.70, -4.41)  0.0001
H (-3.71, -0.98, 0.32)  0.0000
H (-0.88, -1.53, 1.82)  0.0066
H (-5.18, -0.67, -4.47)  0.0000
H (0.24, 0.06, 3.80)  0.0008
H (-0.99, 3.16, 2.20)  -0.0036
H (-2.31, -4.99, -0.14)  0.0001
H (1.29, 3.96, 1.38)  -0.0002
H (0.25, 1.95, 2.49)  0.0002
H (-3.75, 5.40, -0.61)  -0.0002
H (2.27, 2.77, -5.65)  -0.0001
H (6.64, 5.23, 1.07)  0.0000
H (7.16, -1.22, 3.13)  0.0002
H (-0.68, 0.15, -2.62)  -0.0007
H (-1.54, -6.76, -3.47)  0.0000
H (0.19, 3.37, -4.48)  0.0000
H (-1.65, -2.57, 3.92)  0.0001
H (-2.64, -4.93, -2.26)  0.0000
H (4.32, 1.79, 2.07)  -0.0001
H (-1.98, 4.16, 0.52)  -0.0008
H (-4.09, -5.78, 1.35)  0.0000
H (-4.14, 0.84, 4.66)  -0.0002
H (0.19, 3.74, 0.00)  0.0001
H (-5.41, 4.22, -2.01)  -0.0005
H (3.91, 1.31, -1.98)  0.0000
H (3.10, 4.35, -1.15)  0.0000
H (-5.42, -1.75, 1.89)  0.0000
H (-5.64, -4.16, 2.39)  0.0000
H (1.16, -0.24, 6.07)  0.0003
H (-5.30, 1.75, -2.23)  0.0002
H (0.66, -2.34, -3.14)  -0.0001
H (-3.49, 0.50, -1.14)  -0.0005
H (-3.27, -1.36, 5.36)  0.0000
H (6.26, 3.24, 2.48)  0.0000
H (5.02, 5.81, -0.71)  -0.0001
H (-3.38, 1.86, 2.55)  -0.0004
H (-0.06, 2.93, -2.07)  -0.0005
H (3.56, -0.79, 6.36)  -0.0002
H (0.67, -6.39, -4.53)  0.0000
H (1.74, -4.16, -4.41)  0.0000
H (-1.61, 1.69, -4.32)  0.0000
H (-3.88, 1.29, -5.22)  -0.0001
H (-4.23, -2.24, -2.83)  0.0000

Its energy relative to the best compared isomer or geometry (same formula, charge and spin) is 158.46 kcal/mol. Its spin multiplicity is 2. As for the net charge: +1. The calculation puts the total energy at -9381.4160 hartree.

Record 3
A structure of composition C53H43AsBrF6N4O6PV in a non-equilibrium geometry. Source: the OMol25 dataset; level of theory: wB97M-V/def2-TZVPD.

Each line ends with the Löwdin spin population.
Cartesian coordinates (Å):
Br (0.21, 5.25, -3.19)  0.0000
As (-1.63, 2.07, 1.78)  0.0185
V (-0.12, 0.53, 0.68)  1.9336
P (2.93, 1.35, 1.92)  0.0016
F (2.21, 2.21, 0.73)  0.0140
F (3.52, 0.45, 3.10)  0.0004
F (1.52, 1.49, 2.76)  0.0146
F (3.46, 2.69, 2.58)  0.0003
F (4.24, 1.18, 1.02)  0.0003
F (2.31, -0.04, 1.22)  0.0189
O (-0.03, 1.39, -0.71)  -0.0131
O (-0.24, -0.51, 1.98)  0.0171
O (0.47, -1.67, -0.48)  0.0312
O (-1.13, -3.28, -0.73)  0.0191
O (-2.39, -3.70, 3.69)  0.0214
O (-0.59, 3.50, -0.90)  -0.0033
N (-2.09, -1.49, 0.53)  0.5420
N (-1.71, -0.52, -2.12)  0.0047
N (2.76, -2.22, -1.63)  0.0002
N (-1.72, -2.16, 1.60)  0.1153
C (-3.92, 1.50, 0.14)  0.0014
C (-2.42, -1.62, -1.92)  0.0020
C (-1.02, -3.58, 5.59)  -0.0035
C (1.63, -2.01, -4.26)  0.0000
C (-1.48, 5.41, 4.33)  0.0003
C (2.10, 1.61, -2.37)  0.0003
C (-5.15, 1.72, -0.45)  0.0002
C (-3.06, -0.17, 5.71)  -0.0006
C (-5.80, 2.93, -0.28)  -0.0002
C (-3.24, -1.58, -4.16)  -0.0001
C (-3.23, -2.17, -2.90)  0.0003
C (3.16, 1.63, -3.26)  0.0000
C (-2.29, 1.19, 3.40)  -0.0014
C (-3.32, 2.49, 0.92)  0.0048
C (-3.96, 3.72, 1.07)  0.0001
C (0.25, 5.73, 2.69)  0.0002
C (-2.25, -2.35, -0.60)  0.0485
C (2.41, 3.76, -4.08)  -0.0001
C (0.14, -2.83, -0.69)  0.0025
C (-5.20, 3.93, 0.47)  0.0004
C (1.10, -3.88, -1.02)  0.0022
C (1.36, 3.76, -3.16)  -0.0002
C (1.19, 2.67, -2.29)  -0.0008
C (5.18, -0.75, -4.71)  0.0000
C (-0.43, 6.16, 3.82)  -0.0003
C (-3.88, -0.17, 4.59)  0.0004
C (-3.50, 0.51, 3.44)  -0.0003
C (-2.48, -0.45, -4.38)  -0.0003
C (-1.83, 4.21, 3.72)  0.0001
C (3.39, -1.11, -6.43)  0.0000
C (0.58, -1.64, 4.39)  0.0184
C (2.75, -5.86, -2.04)  0.0001
C (-0.86, -1.56, 2.41)  0.1004
C (-0.10, 4.53, 2.08)  0.0007
C (0.76, -5.24, -0.89)  0.0003
C (-0.54, -2.13, 3.71)  0.0044
C (3.13, -4.54, -2.14)  0.0000
C (-1.14, 3.77, 2.60)  0.0053
C (2.33, -3.52, -1.60)  0.0001
C (3.88, -1.16, -5.01)  0.0000
C (1.57, -6.22, -1.39)  0.0000
C (4.86, -1.26, -2.39)  0.0000
C (3.05, -1.62, -3.98)  0.0000
C (0.08, -3.06, 6.25)  0.0251
C (0.11, 2.58, -1.26)  0.0034
C (3.31, 2.71, -4.11)  0.0000
C (-1.33, -3.14, 4.30)  0.0241
C (-1.85, 0.52, 5.68)  0.0007
C (0.89, -2.11, 5.65)  -0.0013
C (5.66, -0.78, -3.41)  0.0000
C (-1.74, 0.05, -3.31)  0.0005
C (3.57, -1.69, -2.68)  0.0000
C (-1.46, 1.19, 4.53)  -0.0003
H (1.00, -1.85, -3.38)  0.0000
H (-1.14, 0.94, -3.43)  0.0001
H (-0.16, -5.49, -0.38)  0.0000
H (-3.36, -0.69, 6.61)  -0.0001
H (-1.65, -4.33, 6.03)  -0.0007
H (-6.77, 3.10, -0.73)  0.0000
H (-1.21, 0.53, 6.55)  0.0000
H (1.55, -3.07, -4.54)  0.0000
H (0.44, 4.19, 1.21)  0.0003
H (2.94, -2.06, -6.72)  0.0000
H (3.87, 0.81, -3.27)  0.0000
H (-3.83, -3.04, -2.69)  0.0004
H (2.26, -1.56, -1.04)  0.0001
H (-2.46, 0.04, -5.34)  0.0000
H (4.07, -4.28, -2.61)  0.0000
H (-2.65, 3.62, 4.12)  0.0000
H (3.39, -6.63, -2.46)  0.0000
H (5.82, -0.40, -5.51)  0.0000
H (1.77, -1.73, 6.16)  -0.0005
H (1.06, 6.32, 2.28)  0.0001
H (6.67, -0.44, -3.20)  0.0000
H (-5.61, 0.94, -1.05)  0.0000
H (-2.44, -3.36, 2.78)  0.0044
H (4.13, 2.74, -4.81)  0.0000
H (5.22, -1.32, -1.38)  0.0000
H (4.22, -0.91, -7.11)  0.0000
H (-3.49, 4.51, 1.64)  0.0000
H (-2.01, 5.74, 5.21)  0.0000
H (-3.84, -2.01, -4.96)  0.0000
H (2.50, 4.59, -4.77)  0.0000
H (-0.15, 7.09, 4.30)  0.0000
H (1.19, -0.89, 3.91)  0.0009
H (1.95, 0.77, -1.70)  0.0003
H (1.22, -1.41, -5.07)  0.0000
H (-0.52, 1.72, 4.51)  0.0000
H (1.29, -7.26, -1.30)  0.0000
H (2.64, -0.33, -6.58)  0.0000
H (-3.10, -3.03, -0.47)  0.0175
H (-5.69, 4.89, 0.59)  0.0000
H (0.30, -3.41, 7.25)  0.0015
H (-4.82, -0.70, 4.61)  0.0000
H (-3.39, 0.56, 0.00)  0.0009
H (-4.15, 0.52, 2.58)  0.0000

Its energy relative to the best compared isomer or geometry (same formula, charge and spin) is 75.34 kcal/mol. Its spin multiplicity is 4. The calculation puts the total energy at -9410.5383 hartree.

Record 4
A structure of composition C53H43AuBrN7OP. Source: the OMol25 dataset; level of theory: wB97M-V/def2-TZVPD.

Each line ends with the Löwdin spin population.
Cartesian coordinates (Å):
Au (0.14, 0.97, 1.32)  0.5247
Br (0.60, -0.22, -1.89)  0.0007
P (-1.19, -2.38, 2.09)  0.0100
O (3.41, 3.90, -3.04)  0.0006
N (-0.93, 0.29, 2.91)  0.0715
N (-2.19, -0.46, 0.26)  -0.0071
N (1.17, -0.96, 1.41)  0.1692
N (-1.92, -0.92, 4.41)  0.0036
N (-3.13, -2.47, 0.02)  0.0239
N (1.16, 1.93, -0.22)  0.0364
N (1.37, -3.12, 1.23)  0.0022
C (-0.27, 3.23, 4.84)  -0.0040
C (-4.75, -2.12, -1.82)  0.0349
C (-1.12, 3.17, 2.58)  0.0338
C (-6.61, -2.97, -3.70)  0.0439
C (0.15, 4.54, 4.63)  0.0272
C (-4.86, 1.07, -1.79)  0.0842
C (4.62, -3.89, 1.57)  0.0006
C (-3.48, 1.70, 8.61)  0.0014
C (-3.74, 2.40, 7.44)  -0.0001
C (3.56, 0.80, 1.97)  -0.0008
C (3.78, -3.40, 0.58)  0.0016
C (5.12, -4.48, -1.11)  0.0001
C (-5.54, -2.18, -4.10)  -0.0025
C (-3.77, -1.67, -0.86)  0.1580
C (-2.96, 3.12, -1.90)  0.0105
C (4.03, -3.70, -0.76)  0.0010
C (-4.62, -1.75, -3.16)  0.0398
C (-3.23, 1.95, 6.23)  0.0014
C (-2.69, 0.55, 8.57)  0.0000
C (-2.62, 1.93, -1.33)  0.0660
C (2.10, 2.09, -2.41)  0.0011
C (-5.20, 2.29, -2.35)  -0.0030
C (-3.56, 0.86, -1.28)  0.0697
C (-1.26, 1.12, 3.94)  0.0143
C (-1.32, -0.94, 3.19)  0.0031
C (0.52, -2.11, 1.52)  0.0148
C (2.46, -1.22, 1.04)  0.0098
C (-0.05, 5.16, 3.40)  0.0009
C (-0.69, 4.48, 2.38)  0.0176
C (3.48, -0.16, 0.95)  0.0005
C (5.96, -4.96, -0.12)  0.0007
C (-2.55, -2.07, 5.08)  0.0006
C (-6.76, -3.33, -2.36)  0.0045
C (-2.18, 0.10, 7.37)  0.0010
C (-0.90, 2.54, 3.81)  0.0294
C (1.12, -4.56, 1.29)  0.0010
C (4.38, -0.10, -0.10)  -0.0005
C (5.41, 1.85, 0.87)  -0.0005
C (-4.25, 3.31, -2.41)  0.1219
C (2.60, -2.58, 0.93)  0.0091
C (-3.18, -0.37, -0.67)  0.1533
C (4.51, 1.79, 1.93)  0.0000
C (1.75, 3.11, 0.08)  0.0100
C (-2.45, 0.79, 6.19)  0.0011
C (2.69, 3.31, -2.09)  0.0007
C (1.36, 1.44, -1.46)  0.0040
C (-3.31, -3.92, 0.16)  0.0011
C (-2.18, -1.70, 0.68)  0.1451
C (5.72, -4.67, 1.21)  0.0000
C (-1.89, 0.37, 4.90)  0.0065
C (5.34, 0.91, -0.14)  0.0000
C (2.50, 3.83, -0.80)  0.0019
C (-5.83, -2.93, -1.43)  0.0256
H (4.36, -0.84, -0.88)  0.0000
H (0.09, -4.78, 1.01)  -0.0001
H (-5.42, -1.91, -5.14)  -0.0007
H (4.58, 2.51, 2.74)  0.0000
H (-7.34, -3.30, -4.43)  0.0020
H (-3.88, 2.05, 9.55)  0.0001
H (0.27, 6.18, 3.26)  -0.0003
H (-1.54, -0.77, 7.36)  0.0000
H (4.43, -3.65, 2.61)  0.0001
H (-3.78, -1.14, -3.47)  -0.0002
H (-4.35, 3.29, 7.46)  0.0000
H (6.38, -5.05, 1.98)  0.0000
H (-0.10, 2.75, 5.80)  -0.0006
H (-2.37, -4.37, 0.46)  0.0002
H (-2.48, 0.02, 9.49)  0.0000
H (-3.44, 2.49, 5.32)  0.0001
H (2.95, 4.76, -0.49)  0.0002
H (-5.96, -3.20, -0.39)  0.0006
H (2.23, 1.67, -3.40)  0.0002
H (-3.41, -1.71, 5.64)  0.0000
H (-1.63, 1.76, -0.94)  0.0047
H (3.80, 4.73, -2.75)  0.0000
H (3.36, -3.31, -1.53)  0.0000
H (1.31, -4.94, 2.30)  -0.0002
H (2.89, 0.72, 2.82)  -0.0006
H (0.64, 5.08, 5.43)  0.0014
H (-4.52, 4.26, -2.86)  0.0055
H (-5.61, 0.30, -1.70)  0.0011
H (5.31, -4.70, -2.15)  0.0000
H (-4.07, -4.14, 0.91)  0.0001
H (-1.84, -2.55, 5.75)  0.0002
H (-3.61, -4.33, -0.80)  0.0004
H (-0.89, 4.97, 1.44)  0.0007
H (-2.24, 3.92, -1.97)  -0.0013
H (-7.61, -3.93, -2.06)  -0.0003
H (1.59, 3.48, 1.09)  0.0022
H (-1.74, 2.68, 1.83)  0.0084
H (6.05, 0.93, -0.96)  0.0000
H (-2.87, -2.78, 4.33)  -0.0001
H (-6.20, 2.45, -2.72)  -0.0019
H (6.82, -5.57, -0.39)  0.0000
H (1.79, -5.06, 0.60)  0.0004
H (6.18, 2.62, 0.85)  0.0000

Its energy relative to the best compared isomer or geometry (same formula, charge and spin) is 0.66 kcal/mol. Its spin multiplicity is 3. As for the net charge: +3. The calculation puts the total energy at -5554.2536 hartree.